C40H42ClN3O2S2Ti as an isolated structure in a non-equilibrium geometry, computed with ωB97M-V/def2-TZVPD.

Output
* HOMO level: -16.897 eV
* charge: +4
* frontier orbital gap: 0.1724 hartree

Cartesian coordinates (Å):
Ti -0.87413 -1.10892 0.94777
C 5.14347 -5.53182 -1.91833
C 4.09747 -4.51182 -1.67883
C 2.74167 -4.79422 -1.87363
C 1.79227 -3.80902 -1.69163
C 2.19107 -2.52602 -1.32413
C 3.52707 -2.22812 -1.09243
C 4.46467 -3.22372 -1.27053
S 0.89527 -1.30912 -1.14413
O 0.87987 -1.16092 0.42927
C 1.49087 0.09888 -2.12973
C 1.55167 -0.47852 -3.42013
C 1.73027 0.27858 -4.53883
C 1.76277 1.68088 -4.43383
C 1.84287 2.48108 -5.59453
C 1.83887 3.84868 -5.50883
C 1.71687 4.45138 -4.25173
C 1.63277 3.69498 -3.10603
C 1.69207 2.28168 -3.14373
C 1.62177 1.46388 -1.94773
C 1.79437 2.25818 -0.70583
C 2.99237 3.04398 -0.63253
C 4.14577 2.72098 -1.38413
C 5.29807 3.45788 -1.25663
C 5.35157 4.57388 -0.41043
C 4.24747 4.92748 0.32127
C 3.06627 4.16208 0.25187
C 1.95107 4.49058 1.04597
C 0.88487 3.63858 1.10457
C 0.81087 2.52508 0.24127
S -0.29553 1.33118 0.94807
O -1.02053 0.40328 -0.11043
C -1.75503 2.18648 1.51247
C -2.18483 1.92908 2.81397
C -3.40933 2.42628 3.22607
C -4.21623 3.16358 2.35507
C -5.53393 3.68838 2.78217
C -3.75303 3.41238 1.05727
C -2.53113 2.93078 0.63067
H 4.73457 -6.53492 -2.00453
H 5.89707 -5.50982 -1.13333
H 5.65567 -5.29512 -2.85303
H 2.43757 -5.78322 -2.18513
H 0.74417 -4.01172 -1.87333
H 3.81847 -1.23762 -0.78043
H 5.50917 -3.00632 -1.10643
H 1.49007 -1.55422 -3.51063
H 1.81377 -0.18492 -5.50893
H 1.88477 1.98898 -6.55313
H 1.91227 4.45578 -6.39713
H 1.68527 5.52778 -4.18393
H 1.49387 4.20818 -2.16823
H 4.13867 1.85798 -2.03253
H 6.17867 3.17858 -1.81383
H 6.26177 5.14708 -0.33433
H 4.27157 5.78058 0.98027
H 1.96167 5.39028 1.64117
H 0.06697 3.83508 1.78097
H -1.54553 1.38838 3.50007
H -3.74533 2.25918 4.23867
H -5.83013 3.31788 3.75817
H -6.30683 3.44738 2.05487
H -5.48253 4.77548 2.83277
H -4.36253 3.99678 0.38467
H -2.17403 3.12348 -0.37023
N -4.55893 -4.16972 3.97497
C -3.36453 -3.28692 3.71787
C -3.76193 -1.96312 3.06557
C -3.91993 -1.97112 1.53007
N -3.02383 -0.93582 0.95117
C -3.58573 -3.32102 0.88917
C -2.29303 -3.94482 1.41747
N -1.12673 -3.18282 0.86837
C -2.25693 -4.02922 2.95967
H -5.23893 -3.68832 4.58187
H -4.26743 -5.01852 4.48287
H -5.05663 -4.46102 3.12277
H -2.97943 -3.05192 4.71447
H -2.95893 -1.26122 3.31687
H -4.67783 -1.58692 3.52117
H -4.95953 -1.71772 1.27167
H -3.22003 -0.04492 1.43277
H -3.32723 -0.76982 -0.02053
H -3.50393 -3.18802 -0.19553
H -4.41063 -4.01572 1.04227
H -2.22273 -4.96622 1.02067
H -1.02043 -3.48052 -0.11333
H -0.27543 -3.50862 1.34877
H -1.30923 -3.61502 3.31397
H -2.26723 -5.07972 3.25547
Cl -0.50463 -1.16972 3.06797

Atomic partial charges in e from the Mulliken method, atoms 1 to 5: number 1, Ti, carries -0.4512; number 2, C, carries -1.4776; number 3, C, carries 0.8087; number 4, C, carries -0.9373; number 5, C, carries -0.1643

C40H42FN2PRe as an isolated structure in a non-equilibrium geometry, computed with ωB97M-V/def2-TZVPD.

Output
* HOMO level (spin up / spin down): -13.918 / -13.927 eV
* 2S+1: 4
* charge: +2
* frontier orbital gap (spin up / spin down): 0.2852 / 0.2027 hartree
* ⟨S²⟩: 3.805

Cartesian coordinates (Å):
Re 0.02357 -0.15750 -0.26641
C 0.52726 1.75686 -4.88468
C -0.94175 1.59578 -4.65839
C -1.76659 1.46645 -5.77228
C -3.13601 1.32562 -5.65341
C -3.71851 1.26713 -4.39506
C -2.92324 1.38029 -3.27425
C -1.53863 1.58703 -3.39137
P -0.72593 1.88836 -1.79184
C 0.72372 3.01453 -1.70990
C 1.62826 2.74093 -0.67876
C 2.71126 3.55561 -0.42967
C 2.94700 4.64287 -1.25960
C 2.05527 4.92267 -2.27367
C 0.90808 4.16045 -2.49137
C -0.06453 4.65302 -3.50934
C -1.96310 2.79296 -0.83110
C -2.64587 3.92211 -1.26925
C -3.41365 4.62557 -0.36197
C -3.47706 4.21884 0.96336
C -2.82695 3.07410 1.38463
C -2.08014 2.32931 0.47401
C -1.48086 1.01678 0.81846
H 0.90988 0.85319 -5.35458
H 1.06438 1.95732 -3.96101
H 0.70809 2.56514 -5.58819
H -1.31674 1.48849 -6.75328
H -3.74864 1.25924 -6.53757
H -4.78689 1.15263 -4.29462
H -3.38088 1.33541 -2.29451
H 1.46029 1.86250 -0.04094
H 3.36366 3.35494 0.40476
H 3.81281 5.26963 -1.11120
H 2.22317 5.77241 -2.91580
H 0.45252 4.89575 -4.43459
H -0.50324 5.58142 -3.14359
H -0.85883 3.93948 -3.70546
H -2.58977 4.22964 -2.29946
H -3.95521 5.49863 -0.68612
H -4.05634 4.79029 1.66914
H -2.92205 2.74314 2.40730
H -2.29530 0.26452 0.83067
H -1.06802 1.09283 1.83388
C 0.53572 -4.83510 -0.16606
C 0.60931 -4.07156 -1.49286
C -0.63619 -3.21130 -1.70772
C 1.93236 -3.34917 -1.65476
C 2.82702 -3.84476 -2.59271
C 4.09752 -3.31552 -2.73650
C 4.49910 -2.25474 -1.94677
C 3.65137 -1.72179 -0.98890
C 4.07410 -0.50959 -0.18328
C 5.23996 -0.83648 0.75528
C 4.46658 0.64302 -1.11423
C 2.36555 -2.28308 -0.83957
N 1.51293 -1.78236 0.15629
C 1.76442 -2.14590 1.42900
C 2.82908 -2.97057 1.87154
C 2.97741 -3.23922 3.21356
C 2.08234 -2.74677 4.15999
C 0.97965 -1.99558 3.75557
C 0.85548 -1.72530 2.42348
F -0.21053 -1.00652 1.91016
H -0.29330 -5.53585 -0.19963
H 0.38095 -4.17344 0.68213
H 1.44531 -5.40642 0.00074
H 0.59286 -4.82614 -2.28731
H -0.78375 -2.45987 -0.91073
H -1.51207 -3.85661 -1.69275
H -0.59834 -2.70422 -2.67026
H 2.54324 -4.68884 -3.20384
H 4.77532 -3.73702 -3.46044
H 5.49161 -1.85719 -2.07897
H 3.22315 -0.16588 0.42248
H 6.05331 -1.30397 0.20684
H 4.93022 -1.50090 1.55939
H 5.61875 0.07623 1.20838
H 5.35519 0.38829 -1.68197
H 4.68996 1.53311 -0.53107
H 3.65928 0.88180 -1.80576
H 3.51277 -3.38879 1.14970
H 3.80423 -3.84870 3.54337
H 2.22276 -2.96937 5.20524
H 0.23969 -1.65040 4.45848
N 1.42789 -0.44778 -3.05285
C 0.85114 -0.26831 -2.05464
H 1.98068 -0.55952 -3.87259

Atomic partial charges in e from the Mulliken method, atoms 1 to 5: number 1, Re, carries 0.0557; number 2, C, carries -1.9609; number 3, C, carries 1.8616; number 4, C, carries -0.7384; number 5, C, carries -0.8308

Number 1: electronic energy -3968.913766 hartree. Number 2: electronic energy -2177.810659 hartree.